1.
{"formula": "C22H19BiN7O9S2", "method": "wB97M-V/def2-TZVPD", "elements": ["Bi", "O", "C", "N", "C", "C", "C", "C", "C", "C", "N", "C", "C", "C", "C", "C", "N", "H", "H", "H", "H", "H", "H", "H", "H", "H", "H", "C", "C", "C", "C", "C", "C", "C", "S", "O", "O", "N", "C", "C", "O", "O", "H", "H", "H", "H", "H", "H", "H", "H", "H", "O", "N", "S", "C", "N", "O", "N", "O", "O"], "coordinates": [[-1.011, 0.026, 0.724], [-1.135, -3.034, 3.872], [-0.896, -2.280, 2.930], [-1.580, -1.201, 2.547], [-2.682, -0.773, 3.392], [-2.443, 0.624, 3.919], [-2.909, 1.043, 5.161], [-2.677, 2.353, 5.556], [-1.979, 3.205, 4.711], [-1.544, 2.685, 3.509], [-1.773, 1.449, 3.121], [0.359, -2.535, 2.108], [1.127, -3.661, 2.336], [2.313, -3.803, 1.633], [2.699, -2.814, 0.741], [1.871, -1.721, 0.553], [0.726, -1.603, 1.226], [-2.807, -1.471, 4.220], [-3.610, -0.755, 2.812], [-3.442, 0.349, 5.795], [-3.025, 2.705, 6.518], [-1.752, 4.228, 4.972], [-1.328, 3.637, 1.693], [0.778, -4.379, 3.063], [2.936, -4.675, 1.784], [3.624, -2.882, 0.186], [2.099, -0.923, -0.147], [3.453, -1.340, -6.987], [2.773, -0.764, -5.773], [1.564, -0.088, -5.884], [0.957, 0.472, -4.766], [1.553, 0.344, -3.525], [2.760, -0.326, -3.394], [3.362, -0.874, -4.513], [0.751, 1.037, -2.061], [1.849, 1.222, -1.063], [0.855, 4.649, -0.582], [-0.053, -0.275, -1.515], [-1.168, -0.729, -2.329], [-1.901, -1.815, -1.552], [-2.411, -2.760, -2.114], [-1.952, -1.644, -0.248], [2.769, -1.393, -7.834], [3.830, -2.345, -6.790], [4.304, -0.724, -7.285], [1.090, -0.001, -6.855], [0.015, 1.003, -4.860], [3.211, -0.396, -2.412], [4.306, -1.400, -4.414], [-0.867, -1.157, -3.288], [-1.912, 0.061, -2.542], [1.133, 3.907, 1.431], [0.216, 4.245, 0.276], [1.458, 2.701, 3.683], [0.523, 3.380, 2.520], [-0.825, 3.498, 2.570], [-4.318, 2.495, 1.397], [-3.413, 1.950, 0.793], [-2.465, 2.595, 0.291], [-3.383, 0.678, 0.692]], "forces_ev_per_a": [[0.21, 0.06, -0.25], [0.01, -0.04, 0.04], [-0.02, 0.06, -0.10], [0.00, -0.09, 0.21], [0.10, 0.00, -0.06], [-0.09, -0.12, 0.08], [0.00, 0.14, -0.02], [0.07, -0.08, -0.14], [-0.03, -0.04, 0.12], [0.05, 0.27, -0.05], [-0.01, -0.22, -0.02], [-0.05, 0.17, 0.05], [0.05, -0.03, 0.01], [-0.03, 0.00, 0.01], [0.03, 0.00, 0.00], [-0.05, 0.01, -0.06], [-0.03, -0.09, -0.01], [0.00, -0.01, 0.01], [-0.02, -0.01, 0.00], [0.01, 0.00, 0.02], [-0.01, 0.00, 0.00], [-0.01, 0.00, 0.00], [0.01, -0.05, 0.04], [0.01, 0.00, 0.00], [0.00, 0.00, 0.00], [0.00, -0.01, 0.00], [-0.04, -0.03, 0.06], [-0.01, 0.00, 0.02], [0.00, 0.02, -0.03], [0.00, -0.02, 0.00], [-0.03, 0.00, 0.01], [0.11, 0.01, 0.04], [0.00, -0.04, -0.03], [0.00, -0.01, 0.03], [-0.06, 0.02, -0.01], [-0.15, 0.05, -0.01], [-0.15, -0.06, 0.11], [-0.12, -0.02, 0.02], [0.03, 0.10, 0.05], [-0.04, -0.02, 0.11], [-0.05, -0.01, -0.04], [0.01, 0.04, -0.02], [0.00, 0.00, 0.00], [-0.01, 0.00, 0.00], [0.00, 0.00, 0.00], [0.00, 0.01, 0.00], [0.01, 0.01, 0.00], [0.02, 0.01, -0.01], [0.00, 0.01, 0.00], [0.04, -0.05, -0.01], [0.04, -0.01, -0.04], [-0.11, 0.05, -0.08], [0.31, -0.01, -0.02], [0.08, -0.01, 0.05], [-0.12, 0.11, -0.02], [-0.01, -0.13, -0.07], [-0.11, 0.00, -0.05], [0.16, 0.04, 0.17], [0.04, 0.03, -0.05], [-0.02, -0.01, -0.06]], "e_above_lowest_kcal_mol": 26.8, "e_homo_ev": -5.2, "homo_lumo_gap_ev": 6.854, "lumo_ev": 1.62, "total_charge": -1, "fmax_ha_per_bohr": 0.007}

=====

2.
{"formula": "C2H3N2O2P", "method": "wB97M-V/def2-TZVPD", "elements": ["O", "C", "N", "C", "O", "N", "P", "H", "H", "H"], "coordinates": [[2.850, -1.576, 1.982], [1.962, -1.186, 1.366], [1.165, -0.612, 0.665], [-0.182, -0.760, 0.334], [-0.849, -1.668, 0.765], [-0.735, 0.172, -0.492], [-0.252, 1.621, -1.357], [-1.713, -0.075, -0.620], [-1.381, 1.561, -2.171], [-0.866, 2.525, -0.473]], "forces_ev_per_a": [[0.55, -0.61, 0.58], [-0.42, 0.62, -0.49], [-0.01, 0.75, -0.61], [-0.12, -0.31, 0.19], [-0.14, -0.37, 0.19], [-0.48, 0.13, -0.46], [0.63, -0.65, 0.72], [0.30, 0.03, 0.18], [-0.23, 0.07, -0.36], [-0.07, 0.35, 0.05]], "e_above_lowest_kcal_mol": 10.0, "e_homo_ev": -10.1, "homo_lumo_gap_ev": 10.541, "lumo_ev": 0.48, "fmax_ha_per_bohr": 0.022}